[1]
Computed, not measured: 5 unconnected molecules or ions with the total composition C43H103N12O8P4S in a non-equilibrium geometry, with ωB97M-V with the def2-TZVPD basis set.

Results
charge: +1
LUMO: -2.09 eV
molar mass: 1072.34 u
Kohn-Sham gap: 7.41 eV

Each line ends with the Mulliken charge.
Geometry (Å):
C  9.72561  -1.98912  2.23419  -1.340
C  8.90495  -0.88134  1.56497  -0.021
C  7.63361  -0.61290  2.32338  0.376
O  7.62998  -0.53968  3.50667  -0.510
O  6.43088  -0.48899  1.64553  -0.471
C  6.13790  0.86870  1.27266  -0.346
C  4.70251  1.12229  1.75635  -0.377
S  3.61180  2.08248  0.68032  -0.113
C  2.17512  1.05756  0.17397  -0.117
O  2.47203  -0.12286  -0.48033  -0.288
C  2.70461  -1.23185  0.34304  0.489
C  2.10508  -1.44069  1.57516  -0.707
C  2.35373  -2.57117  2.35020  0.830
C  1.66599  -2.70180  3.68213  -1.605
C  3.23670  -3.53094  1.86173  -1.432
C  3.81885  -3.32964  0.61759  -0.517
C  3.56898  -2.20357  -0.16383  0.903
C  4.22493  -2.09756  -1.52945  1.447
C  4.44655  -3.47231  -2.21794  -1.803
C  5.57708  -1.37038  -1.50090  -0.602
C  4.39095  2.46210  -0.90182  -0.481
C  5.36036  3.68024  -0.71514  0.294
C  6.74895  3.39604  -1.32623  -1.215
O  5.42071  4.01630  0.66746  -0.582
H  9.24916  -2.96404  2.14859  0.337
H  10.69726  -2.06670  1.74741  0.395
H  9.90338  -1.74728  3.27889  0.323
H  8.72093  -1.16969  0.52944  0.235
H  9.51253  0.02634  1.56753  0.332
H  6.28482  0.93600  0.19645  -0.116
H  6.82544  1.49746  1.83938  0.695
H  4.76511  1.69810  2.67938  0.561
H  4.27089  0.16568  2.04776  0.317
H  1.67843  1.69891  -0.55861  0.143
H  1.49139  0.96847  1.01488  0.421
H  1.39719  -0.72205  1.97468  0.091
H  0.72133  -2.15668  3.63642  0.313
H  1.43471  -3.73794  3.91653  0.378
H  2.23607  -2.22070  4.47881  0.329
H  3.44434  -4.39707  2.47509  0.480
H  4.48497  -4.10239  0.25683  0.609
H  3.56931  -1.53626  -2.19825  -0.438
H  4.32508  -3.35305  -3.29357  0.446
H  5.48978  -3.75513  -2.06383  0.408
H  3.78446  -4.24744  -1.84412  0.439
H  6.02862  -1.47082  -2.49080  0.640
H  6.26530  -1.77660  -0.76318  0.443
H  5.38968  -0.30335  -1.37269  -0.808
H  4.86863  1.60047  -1.35471  -0.164
H  3.58144  2.79249  -1.55426  0.634
H  4.92756  4.54707  -1.21033  0.318
H  6.72492  2.46118  -1.88479  0.389
H  7.49031  3.27175  -0.53543  0.307
H  7.01454  4.21489  -1.98682  0.344
H  6.29621  3.81898  1.01560  0.373
O  -1.00539  1.55962  -5.58947  -0.860
P  -1.71009  1.19483  -4.31680  0.890
N  -0.58781  0.04383  -3.68631  0.113
C  -0.85708  -0.94956  -2.66510  -0.696
C  0.76975  0.54030  -3.54438  -1.073
N  -3.08190  0.40724  -5.01079  0.247
C  -3.32747  -1.01005  -4.82261  -1.135
C  -3.42068  0.80072  -6.37560  -1.045
N  -2.55220  1.40465  -2.80461  0.161
C  -3.94159  1.90628  -2.87757  -1.012
C  -1.80860  2.35136  -1.93197  -0.861
H  -0.94540  -0.52077  -1.65454  0.177
H  -0.03660  -1.67194  -2.63958  0.454
H  -1.75312  -1.52715  -2.86431  0.054
H  0.91231  1.07200  -2.58775  0.134
H  1.03149  1.22135  -4.35309  0.374
H  1.49025  -0.28166  -3.58232  0.304
H  -2.50127  -1.63237  -5.18950  0.302
H  -4.23529  -1.30803  -5.35013  0.446
H  -3.52454  -1.24018  -3.77251  0.297
H  -2.79514  0.29780  -7.12170  0.314
H  -3.31341  1.87448  -6.51172  0.338
H  -4.46586  0.55630  -6.58053  0.330
H  -4.02765  2.81019  -3.48467  0.349
H  -4.29652  2.13354  -1.86995  0.365
H  -4.61475  1.15446  -3.27469  0.321
H  -1.75067  3.35403  -2.36213  0.652
H  -0.78709  2.00315  -1.76323  -0.368
H  -2.28240  2.42096  -0.95302  0.431
O  -0.57663  -5.50665  2.64572  -0.780
P  -1.68105  -6.28857  1.99744  0.964
N  -1.00178  -7.87065  2.06431  0.031
C  -1.40711  -9.00938  1.26198  -0.759
C  -0.61614  -8.32795  3.39712  -1.127
N  -1.51408  -5.63746  0.39533  0.461
C  -1.10489  -6.45608  -0.72771  -1.244
C  -0.89762  -4.32031  0.30698  -1.370
N  -3.29625  -6.83125  1.64310  0.006
C  -4.19339  -5.87768  0.95612  -1.019
C  -3.99558  -7.21447  2.89981  -1.026
H  -2.37001  -9.43821  1.57261  0.250
H  -0.65654  -9.79788  1.35428  0.372
H  -1.46696  -8.78108  0.20378  0.161
H  -1.45941  -8.77409  3.94218  0.323
H  -0.22279  -7.50769  3.99504  0.257
H  0.17503  -9.07810  3.32861  0.392
H  -0.12303  -6.92332  -0.57268  0.323
H  -1.05247  -5.85116  -1.63603  0.372
H  -1.84834  -7.22540  -0.94606  0.326
H  0.19911  -4.36561  0.36685  0.411
H  -1.25454  -3.66802  1.10224  0.300
H  -1.17133  -3.84691  -0.64150  0.450
H  -4.21646  -4.90802  1.46059  0.274
H  -5.21107  -6.27264  0.92498  0.423
H  -3.90927  -5.73117  -0.08106  0.272
H  -4.12852  -6.35931  3.56744  0.292
H  -3.43675  -7.98167  3.43880  0.250
H  -4.97398  -7.63585  2.67388  0.428
O  -4.33219  -2.79188  3.26024  -0.690
P  -5.04310  -1.47543  3.41510  0.796
N  -4.60211  -1.08712  5.03121  0.038
C  -5.27262  -0.13069  5.89196  -0.799
C  -3.16618  -1.06043  5.29691  -1.118
N  -6.66719  -2.07027  3.35048  0.246
C  -7.57182  -1.97818  4.48101  -1.123
C  -6.83323  -3.34595  2.67013  -1.041
N  -5.58781  0.13303  3.01189  0.005
C  -6.56349  0.25805  1.90644  -0.987
C  -4.43436  0.99182  2.63814  -1.199
H  -5.07618  0.91467  5.61488  0.259
H  -4.92258  -0.26539  6.91767  0.367
H  -6.34700  -0.27357  5.92523  0.175
H  -2.71650  -0.08854  5.04589  0.301
H  -2.64731  -1.83143  4.72917  0.251
H  -2.97033  -1.25926  6.35262  0.414
H  -7.18329  -2.48681  5.37224  0.314
H  -8.53535  -2.42488  4.22899  0.413
H  -7.79914  -0.93704  4.72035  0.298
H  -6.57026  -4.19213  3.31755  0.326
H  -6.20754  -3.38959  1.78089  0.268
H  -7.86711  -3.47363  2.33937  0.380
H  -6.23845  -0.26295  1.00244  0.335
H  -6.70233  1.31371  1.66499  0.397
H  -7.53913  -0.11808  2.19309  0.279
H  -3.93601  0.63426  1.73180  0.442
H  -3.69476  1.02181  3.44034  0.228
H  -4.76317  2.01699  2.47288  0.413
O  -0.56080  5.75698  -1.76920  -0.740
P  -0.33245  7.10404  -2.39582  0.812
N  1.38796  7.06850  -2.54091  0.130
C  2.25382  8.21915  -2.72323  -0.779
C  1.92737  5.93254  -3.28056  -0.893
N  -0.79291  8.07986  -1.04373  0.174
C  0.15622  8.92952  -0.35062  -1.116
C  -1.69917  7.45549  -0.08614  -1.025
N  -0.54802  8.44561  -3.48318  0.004
C  -1.78053  9.25116  -3.32552  -0.976
C  -0.54427  7.97701  -4.89641  -1.064
H  2.20319  8.64406  -3.73486  0.271
H  3.29062  7.91960  -2.54943  0.335
H  2.05386  9.01417  -2.01441  0.162
H  1.94034  6.10824  -4.36444  0.306
H  1.34696  5.02972  -3.09246  0.310
H  2.95429  5.72396  -2.96249  0.099
H  1.00431  8.36546  0.05935  0.288
H  -0.33556  9.44826  0.47410  0.421
H  0.52307  9.72481  -1.00267  0.295
H  -1.17471  6.79282  0.61352  0.293
H  -2.46610  6.87435  -0.59369  0.323
H  -2.21453  8.22682  0.49107  0.337
H  -2.68204  8.63503  -3.31184  0.337
H  -1.85799  9.95663  -4.15421  0.393
H  -1.75221  9.84780  -2.42062  0.284
H  -1.38687  7.31444  -5.10861  0.389
H  0.37563  7.43663  -5.12638  0.247
H  -0.58993  8.82600  -5.57612  0.401

***

[2]
Computed, not measured: 2 unconnected molecules or ions with the total composition C5H16N3 in a non-equilibrium geometry, with ωB97M-V with the def2-TZVPD basis set.

Results
charge: +1
energy above the lowest of the compared OMol25 structures with the same formula, charge and spin: 118.9 kJ/mol
LUMO: -2.74 eV
molar mass: 118.20 u
Kohn-Sham gap: 9.64 eV

Each line ends with the natural charge from an NBO analysis.
Geometry (Å):
C  -1.34910  1.64989  0.95134  -0.177
C  -1.43881  2.13686  -0.28811  0.021
N  -2.52770  2.87792  -0.75659  -0.773
N  -0.15751  0.95311  1.40095  -0.758
H  -2.14893  1.76036  1.66754  0.217
H  -0.60269  2.05972  -0.97400  0.199
H  -2.85614  2.51868  -1.64359  0.386
H  -3.30424  2.83753  -0.10696  0.375
H  -0.04750  -0.17082  0.88803  0.439
H  -0.15269  0.85369  2.40861  0.419
H  0.68846  1.45506  1.18650  0.412
C  1.49089  -3.11267  -0.87231  -0.619
C  1.47938  -1.84077  -0.01666  -0.043
C  2.15946  -0.67279  -0.71250  -0.629
N  0.07170  -1.44770  0.34591  -0.792
H  2.53079  -3.41498  -0.97055  0.239
H  0.90626  -3.87682  -0.36463  0.220
H  1.07715  -2.87340  -1.85038  0.213
H  1.99897  -2.01603  0.92755  0.202
H  2.22712  0.22090  -0.09563  0.199
H  3.17324  -0.94255  -1.01319  0.246
H  1.67398  -0.44127  -1.66730  0.214
H  -0.30796  -2.17000  0.94397  0.400
H  -0.46556  -1.49166  -0.51972  0.392

***

[3]
Computed, not measured: 2 unconnected molecules or ions with the total composition C9H11N2O3S in a non-equilibrium geometry, with ωB97M-V with the def2-TZVPD basis set.

Results
charge: -1
energy above the lowest of the compared OMol25 structures with the same formula, charge and spin: 91.7 kJ/mol
LUMO: 3.27 eV
molar mass: 227.27 u
Kohn-Sham gap: 5.62 eV

Each line ends with the natural charge from an NBO analysis.
Geometry (Å):
C  0.97414  1.63067  1.23629  0.708
C  -0.19858  0.33859  -2.51852  -0.259
C  1.99295  -1.36223  -1.20246  1.039
C  0.65903  2.99026  0.54810  -0.523
C  -0.18063  2.15229  -0.37827  -0.150
C  -0.27566  -0.30510  -0.18231  0.334
C  -0.55821  -1.30992  0.70741  -0.235
C  -1.57902  -2.25258  0.34052  -0.606
C  -0.20967  -1.35473  2.15500  -0.629
N  -0.62709  -0.38654  -1.41607  -0.689
N  0.35717  0.93572  0.22118  -0.469
O  1.28029  -2.11176  -1.72792  -0.508
O  1.36512  1.42086  2.38928  -0.630
O  2.80708  -0.59559  -0.87701  -0.546
S  0.04786  2.19951  -2.18147  0.004
H  -0.97521  0.20339  -3.29099  0.186
H  0.79272  0.05052  -3.05633  0.133
H  0.04642  3.74829  1.14662  0.222
H  1.63057  3.28788  0.07296  0.235
H  -1.32263  2.19605  -0.28520  0.199
H  -2.28612  -2.30043  1.28068  0.157
H  -1.36809  -3.23960  0.03794  0.186
H  -2.10181  -1.82872  -0.52278  0.231
H  0.81546  -0.97703  2.36893  0.223
H  -0.18235  -2.42958  2.47173  0.192
H  -0.90375  -0.70023  2.66268  0.190

***

[4]
Computed, not measured: a single C4H7NO molecule in a non-equilibrium geometry, with ωB97M-V with the def2-TZVPD basis set.

Results
charge: 0
energy above the lowest of the compared OMol25 structures with the same formula, charge and spin: 389.2 kJ/mol
LUMO: 1.14 eV
molar mass: 85.11 u
Kohn-Sham gap: 9.82 eV
SMILES string: O/N=C\C1CC1

Each line ends with the natural charge from an NBO analysis.
Geometry (Å):
O  -2.32647  -0.35306  1.17380  -0.586
N  -1.45385  -1.32925  0.79961  -0.162
C  -0.46009  -0.91611  0.14457  0.033
C  -0.09856  0.39287  -0.16825  -0.305
C  0.89922  0.74394  -1.14229  -0.403
C  1.46510  0.37461  0.18440  -0.386
H  -3.04301  -0.84181  1.59447  0.478
H  -0.00800  -1.73421  -0.37760  0.192
H  -0.85264  1.11577  0.07220  0.253
H  1.10174  0.08543  -1.96518  0.213
H  0.88591  1.79571  -1.39049  0.225
H  2.09573  -0.51401  0.25650  0.230
H  1.79493  1.18012  0.81825  0.218

***

[5]
Computed, not measured: 4 unconnected molecules or ions with the total composition C17H43NO5P, with ωB97M-V with the def2-TZVPD basis set.

Results
charge: +1
energy above the lowest of the compared OMol25 structures with the same formula, charge and spin: 0.0 kJ/mol
LUMO: -2.94 eV
molar mass: 372.51 u
Kohn-Sham gap: 8.60 eV

Each line ends with the natural charge from an NBO analysis.
Geometry (Å):
C  2.24922  0.58143  -1.30377  -0.994
P  1.15604  2.04468  -1.47860  1.021
O  1.69812  2.94237  -0.21492  -0.964
C  -0.36179  1.34284  -0.62609  -0.237
C  -1.01492  0.12714  -1.24596  -0.260
N  -1.46200  0.46365  -2.65372  -0.507
C  -1.87060  1.91231  -2.86710  -0.265
C  -2.15593  2.67623  -1.57184  -0.100
O  -1.35352  2.34503  -0.45009  -0.513
H  2.99293  0.79243  -0.53321  0.277
H  1.73044  -0.33437  -1.01726  0.229
H  2.77671  0.40512  -2.24029  0.248
H  1.65005  3.89368  -0.37425  0.513
H  -0.04038  1.07460  0.38289  0.254
H  -1.90625  -0.14657  -0.68622  0.241
H  -0.36021  -0.74013  -1.31208  0.248
H  -2.23272  -0.15355  -2.91456  0.445
H  -0.69781  0.26193  -3.29684  0.436
H  -1.06350  2.36808  -3.43297  0.237
H  -2.77234  1.90249  -3.47503  0.244
H  -3.20150  2.53760  -1.28899  0.215
H  -2.01095  3.73170  -1.81120  0.214
C  -7.86931  0.43081  -0.74269  -0.648
C  -6.99333  1.00801  -1.83635  -0.068
O  -5.63157  1.19617  -1.44522  -0.545
C  -4.93767  0.03293  -1.05802  -0.062
C  -4.78273  -1.00195  -2.16354  -0.655
H  -7.81148  1.04070  0.15902  0.221
H  -8.90537  0.41789  -1.08193  0.231
H  -7.59915  -0.59469  -0.48814  0.203
H  -7.33238  2.00647  -2.10731  0.199
H  -7.04523  0.38976  -2.73898  0.162
H  -5.37167  -0.43812  -0.17037  0.184
H  -3.95476  0.40763  -0.75386  0.154
H  -5.72582  -1.46958  -2.44204  0.237
H  -4.11857  -1.80317  -1.82892  0.218
H  -4.37113  -0.54352  -3.07098  0.178
C  0.22136  -4.10826  3.21968  -0.647
C  0.79274  -3.73430  1.86626  -0.068
O  0.06826  -2.69922  1.20170  -0.551
C  0.00552  -1.46221  1.88632  -0.056
C  1.35852  -0.82284  2.14865  -0.658
H  -0.83217  -4.37646  3.13406  0.215
H  0.76309  -4.96866  3.61379  0.227
H  0.31769  -3.30246  3.94810  0.205
H  0.73755  -4.58158  1.18403  0.192
H  1.84784  -3.45652  1.95759  0.168
H  -0.56534  -1.54127  2.81776  0.175
H  -0.58932  -0.83333  1.22051  0.149
H  1.92791  -1.35598  2.90955  0.224
H  1.21913  0.20045  2.50482  0.219
H  1.96394  -0.79483  1.24177  0.208
C  4.99030  1.69400  2.29926  -0.645
C  5.57732  0.32800  2.60307  -0.067
O  5.43312  -0.59383  1.53178  -0.541
C  6.11136  -0.25638  0.33210  -0.063
C  7.61720  -0.13360  0.47954  -0.646
H  3.95352  1.57916  1.97366  0.203
H  5.00586  2.32506  3.18833  0.223
H  5.53477  2.22098  1.51470  0.205
H  5.03877  -0.13305  3.43126  0.188
H  6.62489  0.41448  2.90814  0.169
H  5.70152  0.66701  -0.09764  0.150
H  5.86970  -1.06920  -0.35379  0.185
H  7.90376  0.71318  1.10342  0.207
H  8.06844  0.01572  -0.50226  0.219
H  8.03379  -1.04209  0.91530  0.219